Record 1
This record from the OMol25 dataset describes a cluster of 2 separate species, C6H9OPS in total. The level of theory is the ωB97M-V functional and the def2-TZVPD basis.

Element x y z (Å)
C: 3.193 1.374 -0.592
C: 1.790 1.089 -0.798
C: 3.766 0.676 0.372
C: 1.457 0.092 0.058
C: -2.481 -0.151 1.589
C: -2.508 -1.147 -1.187
O: -0.371 -0.876 0.336
P: -1.546 0.012 -0.023
S: 2.716 -0.551 0.957
H: 3.710 2.231 -1.131
H: 1.284 1.570 -1.518
H: 4.891 0.600 0.512
H: -3.240 0.609 1.823
H: -1.682 -0.276 2.350
H: -2.933 -1.121 1.519
H: -3.486 -1.066 -0.973
H: -2.128 -2.155 -0.988
H: -2.433 -0.912 -2.303

Force components x, y, z for each atom (eV/Å):
C -0.5 3.0 -2.0
C 2.9 -1.6 2.7
C 3.4 -1.7 0.7
C 0.5 0.6 -1.0
C 0.3 0.9 0.1
C 3.2 0.9 -2.2
O -0.6 -0.2 -0.2
P -0.6 -2.7 0.6
S -0.1 0.2 0.7
H -0.6 -1.3 0.6
H -2.2 1.5 -2.1
H -1.7 0.3 0.2
H 0.4 -0.2 0.0
H -0.6 0.6 -0.4
H -0.5 -0.5 -0.2
H -3.6 0.2 0.9
H 0.0 0.4 0.0
H 0.3 -0.2 1.5

Output
- ⟨S²⟩ = 2.02
- 2S+1 = 3



Record 2
This record from the OMol25 dataset describes a cluster of 2 separate species, C6N4S in total. The level of theory is the ωB97M-V functional and the def2-TZVPD basis.

Element x y z (Å)
C: -2.815 -0.445 1.420
C: -2.009 -0.852 -0.704
C: 3.180 0.910 0.658
C: 2.056 0.272 -1.541
C: -1.769 -0.290 0.560
C: 2.306 0.619 -0.289
N: -3.868 -0.589 1.842
N: -2.168 -1.154 -1.798
N: 3.835 1.219 1.591
N: 1.473 0.040 -2.536
S: -0.220 0.269 0.797

Force components x, y, z for each atom (eV/Å):
C -1.8 0.2 1.2
C -0.3 0.2 -1.1
C 0.5 0.5 1.3
C -1.4 0.0 -0.9
C 4.5 0.3 -0.9
C 0.9 -0.2 -0.2
N -0.6 -0.1 0.8
N -0.1 -0.4 -0.4
N -0.4 -0.3 -0.7
N 0.7 0.0 0.2
S -2.1 -0.2 0.6

Output
- energy relative to the best compared isomer or geometry (same formula, charge and spin) (eV) = 3.640



Record 3
This record from the OMol25 dataset describes a cluster of 14 separate species, C70H182N14O21 in total. The level of theory is the ωB97M-V functional and the def2-TZVPD basis.

Element x y z (Å)
C: -4.971 -3.463 -1.217
O: -4.130 -4.359 -1.937
C: -3.418 -3.573 -2.911
C: -2.644 -4.575 -3.753
N: -3.450 -5.567 -4.334
C: -2.689 -6.610 -4.964
C: -2.349 -6.334 -6.416
O: -1.455 -5.259 -6.579
C: -0.206 -5.446 -5.938
H: -5.602 -2.911 -1.899
H: -4.326 -2.791 -0.670
H: -5.516 -4.091 -0.551
H: -2.733 -2.900 -2.407
H: -4.165 -2.978 -3.488
H: -1.861 -5.005 -3.123
H: -2.068 -4.009 -4.465
H: -4.071 -5.871 -3.614
H: -3.339 -7.487 -5.031
H: -1.788 -6.904 -4.358
H: -3.269 -6.008 -6.886
H: -1.933 -7.213 -6.893
H: 0.438 -4.647 -6.332
H: 0.169 -6.427 -6.154
H: -0.284 -5.392 -4.873
C: 0.917 1.898 -4.119
O: 1.426 0.533 -4.084
C: 0.988 -0.228 -5.142
C: 1.630 0.247 -6.529
N: 3.079 0.229 -6.464
C: 3.682 0.925 -7.583
C: 3.341 2.381 -7.807
O: 3.406 3.125 -6.625
C: 4.735 3.606 -6.282
H: 1.556 2.457 -4.796
H: 0.996 2.300 -3.122
H: -0.128 2.002 -4.394
H: -0.085 -0.281 -5.218
H: 1.401 -1.227 -4.935
H: 1.215 1.215 -6.758
H: 1.259 -0.442 -7.349
H: 3.369 0.573 -5.571
H: 3.252 0.355 -8.416
H: 4.770 0.756 -7.560
H: 2.285 2.453 -8.131
H: 3.982 2.791 -8.546
H: 5.299 3.934 -7.177
H: 5.390 2.899 -5.786
H: 4.536 4.414 -5.537
C: 3.290 12.152 -3.280
O: 2.900 10.890 -2.792
C: 1.548 10.524 -3.070
C: 1.189 9.134 -2.453
N: 1.986 8.110 -3.035
C: 2.346 6.842 -2.336
C: 1.245 6.099 -1.699
O: 1.749 5.266 -0.665
C: 0.902 4.269 -0.221
H: 4.378 12.244 -3.381
H: 2.820 12.907 -2.648
H: 2.861 12.236 -4.325
H: 1.479 10.609 -4.162
H: 0.769 11.256 -2.685
H: 0.095 9.029 -2.480
H: 1.477 9.258 -1.403
H: 1.788 7.944 -4.028
H: 3.092 7.169 -1.639
H: 2.857 6.270 -3.078
H: 0.746 5.409 -2.462
H: 0.452 6.797 -1.341
H: 0.897 3.389 -0.886
H: -0.116 4.586 -0.154
H: 1.299 3.918 0.708
C: 7.079 -6.180 1.861
O: 6.571 -4.901 1.876
C: 5.199 -4.818 1.955
C: 4.862 -3.329 1.947
N: 5.446 -2.619 0.860
C: 5.073 -2.988 -0.509
C: 3.650 -2.515 -0.810
O: 2.994 -3.209 -1.836
C: 3.461 -2.880 -3.117
H: 8.084 -6.141 1.486
H: 6.618 -6.780 1.095
H: 7.076 -6.616 2.851
H: 4.827 -5.238 2.911
H: 4.741 -5.397 1.129
H: 5.226 -2.935 2.869
H: 3.766 -3.253 1.971
H: 6.459 -2.693 0.981
H: 5.078 -4.068 -0.669
H: 5.825 -2.627 -1.197
H: 3.731 -1.433 -1.047
H: 2.987 -2.587 0.064
H: 3.357 -1.790 -3.311
H: 2.847 -3.531 -3.764
H: 4.509 -3.173 -3.231
C: -4.844 6.385 -0.202
O: -3.863 5.724 0.557
C: -4.279 5.380 1.875
C: -3.045 4.811 2.634
N: -1.921 5.746 2.489
C: -0.673 5.178 3.035
C: 0.526 6.132 2.753
O: 1.691 5.436 3.062
C: 2.914 5.903 2.586
H: -5.738 5.758 -0.146
H: -4.456 6.472 -1.208
H: -5.026 7.380 0.217
H: -4.962 4.531 1.833
H: -4.783 6.269 2.314
H: -2.829 3.826 2.218
H: -3.384 4.688 3.722
H: -1.843 5.839 1.490
H: -0.501 4.225 2.511
H: -0.713 4.974 4.106
H: 0.318 7.074 3.313
H: 0.581 6.418 1.683
H: 3.661 5.150 2.885
H: 3.074 6.895 3.003
H: 2.878 6.047 1.513
C: 9.818 2.581 -1.434
O: 9.217 1.881 -2.476
C: 8.874 0.600 -2.103
C: 8.035 -0.012 -3.228
N: 6.696 0.478 -3.425
C: 5.853 0.176 -2.352
C: 4.588 0.971 -2.511
O: 4.940 2.392 -2.475
C: 3.837 3.174 -2.182
H: 10.081 3.572 -1.778
H: 10.745 2.045 -1.071
H: 9.104 2.614 -0.597
H: 8.406 0.578 -1.101
H: 9.791 0.004 -1.976
H: 8.053 -1.072 -3.029
H: 8.527 0.182 -4.173
H: 6.741 1.473 -3.618
H: 6.309 0.418 -1.402
H: 5.605 -0.898 -2.357
H: 3.886 0.829 -1.660
H: 4.069 0.702 -3.467
H: 3.174 3.176 -3.064
H: 4.150 4.205 -1.944
H: 3.233 2.801 -1.335
C: -1.417 -4.445 -0.019
O: -0.383 -5.169 0.668
C: 0.864 -4.558 0.414
C: 1.871 -5.686 0.497
N: 1.852 -6.426 1.769
C: 1.588 -5.664 3.021
C: 1.414 -6.632 4.237
O: 0.386 -7.678 3.984
C: -0.849 -7.046 4.137
H: -1.523 -3.471 0.449
H: -2.275 -5.088 0.036
H: -1.122 -4.384 -1.088
H: 1.066 -3.805 1.171
H: 0.942 -4.105 -0.566
H: 2.871 -5.329 0.242
H: 1.594 -6.426 -0.254
H: 1.159 -7.146 1.811
H: 0.656 -5.125 2.850
H: 2.399 -4.992 3.298
H: 1.108 -6.052 5.089
H: 2.302 -7.257 4.408
H: -1.076 -6.204 3.405
H: -0.923 -6.582 5.162
H: -1.615 -7.799 4.058
C: 0.544 -4.039 7.651
C: 1.232 -3.120 6.681
C: 0.281 -2.610 5.655
O: -0.369 -3.697 5.023
C: -1.185 -3.200 4.045
N: 1.804 -1.918 7.169
H: 1.178 -4.204 8.578
H: 0.416 -5.006 7.228
H: -0.471 -3.684 7.860
H: 2.052 -3.649 6.194
H: 0.842 -2.011 4.919
H: -0.455 -1.934 6.098
H: -1.992 -2.567 4.443
H: -1.621 -4.092 3.618
H: -0.645 -2.591 3.329
H: 1.216 -1.204 7.598
H: 2.635 -1.975 7.726
C: -2.161 -0.355 0.981
C: -0.695 0.255 1.007
C: -0.202 0.124 -0.412
O: -0.133 -1.276 -0.772
C: -0.034 -1.598 -2.163
N: -0.630 1.692 1.406
H: -2.497 -0.636 1.962
H: -2.062 -1.242 0.336
H: -2.844 0.337 0.555
H: -0.086 -0.323 1.697
H: 0.767 0.607 -0.589
H: -0.922 0.687 -1.050
H: -0.153 -2.701 -2.256
H: 0.982 -1.423 -2.514
H: -0.696 -1.014 -2.800
H: 0.139 1.800 2.082
H: -1.408 2.022 1.957
C: -8.016 -5.879 2.491
C: -8.057 -4.547 3.105
C: -6.697 -3.872 3.401
O: -5.891 -3.834 2.278
C: -4.527 -3.799 2.535
N: -8.979 -3.658 2.349
H: -7.660 -5.869 1.472
H: -9.026 -6.255 2.402
H: -7.425 -6.597 3.079
H: -8.493 -4.689 4.098
H: -6.179 -4.544 4.149
H: -6.799 -2.856 3.845
H: -4.394 -2.947 3.187
H: -3.951 -3.678 1.594
H: -4.179 -4.612 3.132
H: -8.518 -3.456 1.444
H: -8.941 -2.752 2.762
C: -8.542 1.343 -0.020
C: -7.068 1.099 -0.224
C: -6.600 -0.310 0.282
O: -7.002 -0.582 1.613
C: -6.258 0.184 2.552
N: -6.777 1.383 -1.612
H: -9.007 1.057 0.936
H: -9.117 0.831 -0.834
H: -8.697 2.429 -0.150
H: -6.570 1.876 0.414
H: -5.515 -0.478 0.192
H: -7.163 -1.047 -0.325
H: -5.216 0.231 2.221
H: -6.189 -0.428 3.442
H: -6.616 1.224 2.726
H: -7.421 0.809 -2.190
H: -5.806 1.095 -1.711
C: 4.031 2.152 1.453
C: 2.887 1.446 2.107
C: 3.339 0.157 2.782
O: 4.279 0.505 3.823
C: 4.339 -0.556 4.763
N: 2.123 2.229 3.097
H: 3.677 3.046 0.939
H: 4.507 1.450 0.773
H: 4.740 2.478 2.204
H: 2.192 1.141 1.324
H: 3.891 -0.552 2.107
H: 2.436 -0.365 3.109
H: 4.759 -1.430 4.275
H: 3.386 -0.798 5.198
H: 4.947 -0.127 5.528
H: 2.605 2.310 3.948
H: 1.955 3.154 2.713
C: -1.371 0.700 6.627
C: -1.762 1.057 5.228
C: -3.204 1.587 5.217
O: -4.035 0.631 5.799
C: -5.335 1.184 6.003
N: -0.937 2.060 4.593
H: -0.415 0.194 6.526
H: -2.042 -0.035 7.016
H: -1.393 1.513 7.350
H: -1.724 0.100 4.658
H: -3.458 1.826 4.174
H: -3.260 2.559 5.730
H: -5.959 0.303 6.174
H: -5.776 1.698 5.145
H: -5.277 1.873 6.882
H: -0.904 2.889 5.140
H: 0.009 1.757 4.421
C: -3.010 -0.125 -3.799
C: -4.057 0.950 -3.969
C: -3.852 2.040 -2.881
O: -3.947 1.579 -1.537
C: -3.913 2.599 -0.579
N: -4.060 1.723 -5.276
H: -1.996 0.228 -4.038
H: -3.216 -1.088 -4.290
H: -2.966 -0.365 -2.730
H: -5.041 0.483 -3.807
H: -4.585 2.824 -3.084
H: -2.890 2.581 -3.019
H: -3.728 2.081 0.378
H: -4.836 3.152 -0.525
H: -3.104 3.322 -0.772
H: -4.519 1.235 -6.011
H: -4.612 2.580 -5.156

Force components x, y, z for each atom (eV/Å):
C 1.0 -0.9 -0.3
O 0.0 1.1 -0.6
C -0.7 -1.4 -0.2
C 0.9 1.8 0.8
N -0.4 0.3 -0.9
C -0.2 -1.3 0.2
C 0.2 0.8 0.7
O 0.3 0.5 -0.1
C -0.4 0.7 -1.0
H -0.4 0.2 -0.1
H 0.0 0.6 0.4
H -0.7 -0.1 0.7
H 0.2 0.3 0.1
H 0.5 -0.4 0.1
H 0.2 -0.3 0.5
H 0.0 0.3 -0.8
H -0.4 -0.7 0.3
H 0.1 -0.2 0.3
H -0.5 0.1 -0.4
H -0.1 -0.1 -0.3
H 0.0 -0.5 -0.2
H 0.0 -0.4 0.3
H 0.6 -0.6 -0.4
H 0.0 0.3 0.8
C 0.9 -0.8 0.1
O -0.7 1.9 1.1
C 1.9 -0.8 -2.2
C -1.2 -1.5 0.7
N -0.6 0.0 0.0
C 0.2 -1.3 -0.4
C -1.4 -0.6 0.9
O 1.3 0.8 0.8
C -1.0 0.6 0.2
H -0.1 0.4 -0.1
H 0.3 0.0 0.4
H -0.3 -0.5 -0.4
H -0.6 0.1 -0.1
H -0.3 0.0 -0.2
H -0.2 0.6 -0.1
H 0.4 0.5 0.8
H 0.3 0.4 0.4
H 0.6 0.2 -0.5
H -0.3 0.1 0.0
H 0.5 0.1 -0.1
H 0.6 0.5 -1.0
H -0.5 0.3 0.3
H -0.2 -0.7 0.2
H 0.4 -0.4 -0.9
C -1.4 -0.4 -1.5
O 0.0 -0.8 0.9
C -0.4 0.6 0.1
C 0.8 1.6 0.0
N 0.1 -1.6 -1.3
C 0.3 2.6 -0.8
C -1.9 -1.7 -0.4
O 0.8 1.3 -0.3
C 0.1 -1.1 -0.8
H -0.3 -0.2 0.5
H 0.4 0.5 -0.1
H 0.5 0.3 0.8
H -0.4 -0.6 -0.1
H 1.0 -0.4 0.0
H 0.0 -0.1 -0.1
H -0.1 -0.2 0.1
H -0.1 0.2 0.7
H 0.4 -0.3 1.0
H 0.4 -0.6 -0.4
H 0.4 0.9 0.7
H 0.4 -0.4 0.1
H 0.0 0.1 -0.1
H -0.8 0.3 0.4
H -0.1 -0.1 0.8
C 0.6 -0.3 -0.4
O 1.0 1.0 -0.1
C -1.1 -0.2 0.4
C -1.1 -1.5 -0.5
N 1.0 1.1 -0.8
C -0.5 -1.0 0.9
C 0.1 1.1 0.2
O 0.0 0.0 0.4
C -0.2 -0.4 -0.2
H 0.8 0.3 0.2
H -0.9 -0.6 0.0
H -0.2 -0.5 0.2
H 0.0 -0.1 -0.3
H 0.0 0.3 0.3
H 0.3 0.5 0.6
H 0.1 0.2 -0.1
H -0.5 0.1 -0.3
H 0.0 -0.4 0.1
H 0.0 0.5 -0.1
H -0.3 -0.2 0.0
H 0.4 -0.1 -0.1
H -0.1 -0.6 -0.2
H 0.4 0.7 -0.2
H 0.1 0.1 -0.2
C 0.0 -0.4 0.8
O 0.8 -0.4 0.3
C 0.7 -0.1 -0.2
C -1.2 1.5 0.9
N -0.3 -0.6 1.3
C 0.5 0.3 -1.5
C -1.2 0.1 -0.6
O -0.5 -1.1 1.0
C -0.1 0.5 0.1
H -0.4 0.4 -0.5
H -0.1 0.0 -0.2
H -0.2 0.0 -0.1
H -0.6 0.1 -0.1
H 0.5 -0.6 0.2
H 0.1 -0.3 0.0
H 0.7 0.1 -1.3
H 0.4 0.3 -0.3
H 0.4 0.0 0.4
H -0.3 0.2 0.0
H 0.7 -0.4 0.0
H -0.3 -0.1 0.2
H -0.1 0.6 -0.2
H 0.7 0.1 0.3
H 0.1 -0.3 -0.5
C 0.6 -0.7 0.8
O 0.0 1.0 -0.6
C 0.0 -0.9 -0.1
C 0.6 0.3 0.1
N 1.1 0.1 -1.2
C -1.4 -0.1 0.5
C -0.7 1.0 0.4
O 0.6 -1.7 0.1
C -1.0 0.8 -0.3
H 0.0 0.2 0.0
H -0.7 0.5 -0.3
H 0.3 0.3 0.1
H -0.3 0.1 -0.3
H 0.0 -0.1 -0.1
H -0.4 -0.6 -0.2
H 0.6 -0.2 -0.1
H -0.2 0.0 0.2
H 0.0 0.0 0.7
H 0.1 0.3 0.0
H 0.3 -0.3 -0.5
H 0.3 0.4 0.7
H -0.1 0.3 0.2
H 0.0 -0.5 -0.2
H 0.3 0.0 -0.1
C 1.2 -1.1 -0.1
O -0.6 0.7 -0.7
C 0.6 -1.0 0.5
C -0.3 -0.5 0.6
N 1.0 0.7 1.2
C -0.2 -1.3 -0.3
C -0.2 -1.5 -2.0
O 1.1 2.0 0.1
C -1.0 1.2 0.5
H -0.4 0.3 -0.2
H -0.7 0.1 0.1
H -0.3 0.4 0.5
H 0.1 0.5 0.1
H -0.2 0.2 -0.3
H 0.1 0.1 0.2
H 0.1 0.1 -0.2
H -0.4 -0.4 -0.6
H 0.0 0.5 0.6
H 0.1 0.2 -0.2
H 0.0 0.2 0.6
H 0.0 0.6 0.0
H 0.5 -1.1 0.5
H 0.0 -0.4 -0.8
H -0.4 -0.2 -0.1
C 0.6 0.0 1.5
C 0.1 0.0 -0.1
C 0.0 -0.6 -1.0
O 1.0 0.5 1.2
C -1.3 -0.3 -0.5
N 0.9 2.0 1.0
H -0.9 0.4 -0.9
H -0.1 -0.9 -0.5
H 0.2 0.1 0.5
H 0.0 -0.2 -0.2
H -0.1 -0.1 -0.1
H -0.2 0.0 0.2
H -0.1 0.0 0.1
H -0.3 0.1 -0.8
H 0.2 0.0 -0.5
H -0.3 -0.6 -0.2
H 0.3 -0.4 0.2
C 2.3 -0.3 0.1
C -1.7 0.4 0.3
C 0.2 -0.3 -1.3
O -0.4 0.5 0.0
C 1.0 -0.4 0.6
N 0.8 -0.4 0.0
H -0.2 -0.2 0.5
H -0.4 0.2 0.3
H -0.6 0.6 -0.5
H 0.2 -0.4 0.0
H 0.1 -0.1 0.2
H 0.2 -0.4 0.1
H -0.4 0.8 0.1
H 0.2 0.3 0.0
H -0.3 -0.2 0.1
H -0.2 0.0 -0.5
H -0.5 -0.4 0.0
C 0.3 -1.4 -0.5
C -0.2 2.3 0.9
C 0.3 -1.5 1.1
O -0.5 -0.5 -1.8
C 0.1 1.4 -0.2
N 0.9 -0.6 -1.0
H 0.5 0.1 -0.3
H -0.4 -0.2 0.2
H -0.1 0.2 -0.2
H -0.2 0.2 0.1
H -0.5 0.7 -0.2
H -0.2 -0.4 -0.1
H 0.7 0.8 0.1
H -0.5 -0.2 0.6
H 0.2 -1.2 0.2
H -0.4 -0.4 0.4
H -0.2 0.8 0.6
C -1.3 0.2 -0.5
C 0.2 0.2 1.7
C -1.3 0.1 -0.6
O 0.2 0.7 0.2
C 0.5 -0.4 -0.4
N -0.1 -0.8 -0.1
H 0.6 -0.1 -0.2
H 0.3 0.3 0.6
H -0.1 -0.5 0.0
H 0.0 -0.6 -0.5
H -0.1 0.2 -0.2
H 0.5 0.1 0.1
H 0.1 0.3 -0.2
H -0.4 0.3 0.6
H -0.1 -0.7 0.0
H 0.9 0.4 0.3
H -0.2 0.0 -0.7
C 0.1 0.5 0.1
C -0.4 -0.8 0.6
C 1.2 0.0 -0.7
O -1.7 -0.5 -0.4
C 0.4 0.8 -0.6
N -0.8 -0.3 -1.9
H 0.1 0.0 -0.3
H 0.2 0.2 -0.3
H 0.3 0.0 0.1
H -0.2 0.0 -0.1
H -0.6 0.7 0.1
H 0.1 0.0 0.7
H 0.3 -0.3 0.3
H -0.7 -0.1 0.1
H 0.7 -0.4 0.8
H 1.0 0.2 1.2
H -0.1 0.2 0.4
C 0.5 -0.5 0.2
C -0.9 0.1 -0.1
C 1.1 0.0 -0.7
O -0.9 0.6 -0.5
C 0.3 -0.7 0.9
N -0.2 -0.5 -0.8
H 0.5 0.3 0.6
H -0.6 -0.6 0.3
H 0.4 0.3 -0.2
H -0.1 0.7 0.0
H -0.3 -0.3 -0.1
H 0.1 -0.1 0.4
H -0.2 0.3 0.4
H 0.4 0.1 -0.2
H -0.4 -0.5 -0.6
H 0.1 0.7 0.5
H 0.3 -0.1 -0.1
C 0.6 -0.3 0.2
C -0.4 1.0 0.0
C 0.3 0.7 -0.4
O 0.1 -0.7 -1.2
C 0.9 0.0 0.6
N 0.5 0.1 1.6
H -0.4 0.0 -0.3
H 0.1 0.5 -0.3
H -0.1 0.0 0.0
H 0.1 0.2 0.1
H -0.5 0.0 0.3
H -0.1 -0.6 0.0
H -0.1 0.5 -0.3
H -0.6 0.2 -0.1
H -0.1 -0.2 0.1
H -0.2 -0.7 -0.5
H 0.3 -0.4 0.1

Output
- energy relative to the best compared isomer or geometry (same formula, charge and spin) (eV) = 1.685



It is found that the DFT total energy values, taken in the order of the records, are -1048.616441 -845.601832 -5122.324503 hartree.
It is found that the maximum force values, taken in the order of the records, are 4.28 4.59 2.99 eV/A.